Computed, not measured: 2 unconnected molecules or ions with the total composition C9H13NO2 in a non-equilibrium geometry, with ωB97M-V/def2-TZVPD.

Summary:
Energy relative to the best compared isomer or geometry (same formula, charge and spin) in kJ/mol: 279.73
Kohn-Sham gap in hartree: 0.3441
SMILES: Cc1ccc(O)cc1.CC(N)=O
HOMO level in eV: -8.749
Strongest force on any atom in hartree/bohr: 0.20365

Geometry as XYZ:
```
25
C9H13NO2 | OMol25 | ωB97M-V/def2-TZVPD
C -0.146 -3.976 1.018
C 0.169 -2.504 1.242
C 0.881 -1.989 2.378
C 1.108 -0.672 2.699
C 0.759 0.191 1.677
O 0.961 1.518 1.963
C 0.076 -0.127 0.504
C -0.273 -1.532 0.347
H -1.126 -4.299 1.697
H 0.791 -4.674 1.201
H -0.571 -4.313 0.111
H 1.255 -2.844 3.030
H 1.649 -0.210 3.567
H 1.703 1.850 2.553
H -0.100 0.663 -0.154
H -0.744 -1.954 -0.523
C -0.922 0.662 -2.934
C -0.821 2.175 -2.854
N -0.675 2.767 -1.512
O -0.834 3.050 -3.729
H -1.050 0.508 -4.058
H -1.738 0.131 -2.467
H 0.049 0.107 -2.549
H -0.818 3.668 -1.529
H -0.580 2.089 -0.643
```